{
  "formula": "C43H41AsIrN10PS",
  "method": "ωB97M-V with the def2-TZVPD basis set",
  "s_squared": 8.82,
  "e_lumo_ev": [-7.07, -10.13],
  "multiplicity": 6,
  "orbital_gap_ev": [6.7, 4.9],
  "total_charge": 3,
  "symbols": ["Ir", "As", "S", "P", "N", "N", "N", "N", "N", "N", "N", "N", "N", "N", "C", "C", "C", "C", "C", "C", "C", "C", "C", "C", "C", "C", "C", "C", "C", "C", "C", "C", "C", "C", "C", "C", "C", "C", "C", "C", "C", "C", "C", "C", "C", "C", "C", "C", "C", "C", "C", "C", "C", "C", "C", "C", "C", "H", "H", "H", "H", "H", "H", "H", "H", "H", "H", "H", "H", "H", "H", "H", "H", "H", "H", "H", "H", "H", "H", "H", "H", "H", "H", "H", "H", "H", "H", "H", "H", "H", "H", "H", "H", "H", "H", "H", "H", "H"],
  "coordinates": [[-0.063, 0.362, -1.628], [-0.023, -0.035, 2.198], [-1.904, -0.554, -0.561], [1.023, 3.192, -3.605], [0.176, -2.267, -0.477], [0.917, -1.187, -0.725], [-1.831, -3.285, -0.211], [-3.165, -3.218, -0.200], [1.591, 4.440, -1.143], [-1.718, 3.260, -4.184], [1.323, 0.392, -3.261], [-1.223, 1.757, -2.661], [2.815, 1.280, -4.599], [0.988, 2.338, -0.909], [1.613, 4.165, 0.191], [5.048, -1.808, -0.642], [4.532, -0.528, -0.822], [-3.938, -4.329, -0.241], [2.817, -2.699, -0.507], [-3.217, 2.635, 2.834], [-5.546, -6.570, -0.467], [-1.493, 3.217, 4.408], [1.572, -0.137, 4.596], [-6.118, -5.295, -0.544], [-2.211, -1.782, 2.940], [1.209, 3.316, -1.788], [-0.552, -3.837, 3.822], [2.711, 0.056, 5.361], [2.111, -0.612, -3.749], [3.902, 0.450, 4.765], [-0.662, 2.242, 3.876], [3.042, -0.066, -4.582], [-1.580, 4.246, -5.250], [-2.582, 1.816, -2.788], [2.821, 0.477, 2.622], [-0.823, -1.650, 2.864], [-2.766, 3.413, 3.892], [-2.897, 2.750, -3.730], [-2.761, -2.924, 3.494], [1.236, 2.860, 0.327], [3.169, -0.321, -0.841], [-0.717, 2.647, -3.517], [-4.171, -6.720, -0.258], [-5.333, -4.178, -0.417], [-2.391, 1.663, 2.293], [-1.130, -2.202, -0.380], [1.625, 0.098, 3.222], [-1.933, -3.951, 3.936], [3.959, 0.656, 3.394], [0.006, -2.698, 3.269], [1.931, 5.722, -1.747], [2.284, -1.405, -0.688], [-3.363, -5.616, -0.144], [3.577, 2.270, -5.350], [4.182, -2.888, -0.489], [1.763, 1.535, -3.794], [-1.130, 1.435, 2.840], [1.081, -2.609, 3.174], [1.147, 2.283, 1.228], [2.072, 6.459, -0.962], [-5.766, -3.186, -0.476], [4.478, 1.810, -5.745], [-0.763, 3.975, -5.913], [4.885, 0.957, 2.923], [0.090, -4.637, 4.166], [0.648, -0.449, 5.067], [-3.855, 3.089, -4.085], [5.208, 0.308, -0.943], [-3.401, 4.187, 4.301], [1.961, -1.646, -3.493], [-2.500, 4.269, -5.828], [3.829, -0.535, -5.147], [-3.834, -3.008, 3.599], [-4.210, 2.783, 2.433], [2.133, -3.525, -0.390], [6.118, -1.961, -0.611], [2.661, -0.100, 6.431], [-3.248, 1.195, -2.217], [-3.741, -7.709, -0.195], [-3.620, -2.310, -0.283], [0.326, 2.098, 4.290], [3.856, 3.099, -4.704], [-1.141, 3.816, 5.237], [-2.365, -4.843, 4.369], [-2.728, 1.086, 1.442], [1.893, 4.892, 0.934], [2.764, 0.675, -0.967], [-6.172, -7.444, -0.574], [2.854, 5.647, -2.320], [-2.851, -0.977, 2.600], [-7.181, -5.190, -0.711], [2.991, 2.656, -6.183], [1.132, 6.062, -2.403], [2.869, 0.615, 1.550], [4.583, -3.885, -0.372], [-1.400, 5.239, -4.841], [4.787, 0.587, 5.370], [-2.296, -5.698, 0.005]],
  "forces_ev_per_a": [[0.0, 0.0, 0.1], [-0.1, -0.1, 1.5], [0.7, 0.4, -0.4], [-0.1, -0.3, 0.4], [0.8, -1.1, 0.4], [-0.7, 0.2, -0.3], [0.6, -0.8, 0.2], [-0.5, 0.4, -0.1], [0.0, -0.2, 0.0], [0.0, -0.2, 0.1], [-0.4, 0.3, 0.3], [0.0, 0.0, -0.4], [-0.2, 0.0, 0.3], [-0.3, -0.2, -0.2], [0.0, -0.1, 0.2], [0.0, 0.0, 0.0], [0.1, 0.0, 0.0], [0.2, 0.0, 0.0], [-0.3, 0.2, 0.0], [0.1, 0.0, 0.0], [0.0, 0.0, 0.0], [0.0, 0.0, 0.0], [-0.1, 0.0, 0.0], [0.0, 0.1, 0.0], [0.0, 0.2, 0.0], [0.1, 0.0, -0.1], [0.0, 0.0, 0.0], [0.0, 0.0, 0.1], [0.1, -0.2, -0.1], [0.0, 0.0, 0.0], [0.1, -0.1, 0.0], [-0.1, -0.2, 0.1], [0.0, 0.3, -0.1], [-0.2, 0.0, 0.0], [-0.1, 0.0, -0.2], [0.0, 0.1, -0.3], [0.0, 0.0, 0.0], [-0.1, -0.1, 0.2], [0.0, 0.0, 0.0], [0.1, 0.0, 0.0], [-0.3, 0.0, 0.0], [0.1, 0.2, -0.1], [0.0, 0.0, 0.0], [-0.1, 0.0, 0.0], [-0.1, -0.1, -0.1], [-0.4, 1.3, -0.3], [0.0, 0.0, -0.3], [0.0, 0.0, 0.0], [0.0, 0.0, 0.0], [0.2, 0.1, -0.1], [0.1, 0.3, -0.2], [0.6, -0.2, 0.1], [0.2, -0.1, 0.0], [0.1, 0.3, -0.3], [0.1, 0.1, 0.0], [0.1, 0.1, -0.3], [0.1, 0.0, -0.4], [0.0, 0.0, 0.0], [0.0, 0.1, 0.1], [0.0, 0.0, 0.0], [0.0, 0.0, 0.0], [0.0, -0.1, 0.1], [0.0, 0.0, 0.0], [0.0, 0.0, 0.0], [0.0, 0.0, 0.0], [0.0, 0.0, 0.0], [0.0, 0.0, -0.1], [0.0, 0.0, 0.0], [0.0, 0.0, 0.0], [0.0, 0.0, 0.1], [0.0, 0.0, 0.0], [0.0, 0.1, 0.0], [0.0, 0.0, 0.0], [0.0, 0.0, 0.0], [0.0, -0.1, 0.0], [0.0, 0.0, 0.0], [0.0, 0.0, 0.0], [0.0, 0.0, 0.0], [0.0, 0.0, 0.0], [-0.1, -0.1, 0.0], [0.0, 0.0, 0.0], [0.1, -0.1, 0.0], [0.0, 0.0, 0.0], [0.0, 0.0, 0.0], [-0.1, 0.0, 0.0], [0.0, 0.1, -0.1], [0.1, 0.0, 0.0], [0.0, 0.0, 0.0], [0.0, 0.0, 0.0], [-0.1, 0.0, 0.1], [0.0, 0.0, 0.0], [0.0, -0.1, 0.0], [0.0, 0.0, 0.0], [0.1, 0.0, 0.0], [0.0, 0.0, 0.0], [0.0, 0.0, 0.0], [0.0, 0.0, 0.0], [0.0, 0.0, 0.0]],
  "lowdin_spin": [1.492, 0.437, 0.263, 0.001, 0.229, 0.395, 0.216, 0.324, 0.006, 0.001, 0.058, 0.002, 0.009, 0.115, 0.004, 0.099, -0.005, 0.075, 0.077, 0.001, 0.189, 0.003, 0.019, 0.005, 0.036, 0.008, 0.000, 0.005, 0.011, 0.001, 0.029, 0.003, 0.000, 0.004, 0.007, 0.068, 0.022, 0.000, 0.002, 0.016, 0.075, 0.001, 0.003, 0.112, 0.018, 0.130, 0.076, 0.049, 0.000, 0.040, 0.001, 0.015, 0.115, 0.001, -0.007, 0.014, 0.076, 0.001, 0.007, 0.000, 0.003, 0.000, 0.000, 0.000, -0.001, 0.000, 0.000, -0.002, 0.001, 0.001, 0.000, 0.000, 0.000, 0.000, 0.005, 0.005, 0.001, 0.002, -0.003, 0.007, 0.002, 0.000, 0.000, 0.002, 0.004, 0.001, 0.003, 0.008, 0.000, 0.003, -0.003, 0.000, 0.000, 0.003, -0.002, 0.000, 0.000, 0.005]
}



{
  "formula": "C3H5N5OS",
  "method": "ωB97M-V with the def2-TZVPD basis set",
  "e_lumo_ev": 0.46,
  "smiles": "NC(=O)N(S)c1ncn[nH]1",
  "orbital_gap_ev": 9.5,
  "total_charge": 0,
  "symbols": ["S", "O", "N", "N", "N", "N", "N", "C", "C", "C", "H", "H", "H", "H", "H"],
  "coordinates": [[1.363, 1.940, -0.125], [0.840, -1.950, 0.094], [0.700, 0.316, -0.006], [-2.731, -0.634, -0.093], [-1.495, -0.876, -0.256], [2.780, -0.707, -0.263], [-1.585, 1.268, 0.130], [1.421, -0.857, -0.069], [-0.783, 0.264, -0.117], [-2.789, 0.663, 0.096], [-1.020, -1.691, -0.156], [3.311, 0.069, 0.054], [0.356, 2.555, 0.586], [-3.773, 1.240, 0.218], [3.404, -1.600, -0.091]],
  "forces_ev_per_a": [[-0.4, -0.4, 0.1], [1.3, 1.5, -0.8], [-2.8, 0.9, -0.7], [-4.0, 0.3, 0.2], [3.0, 3.0, -0.3], [1.6, -3.6, 0.3], [0.7, 0.3, -0.4], [-0.2, -1.0, 1.2], [2.3, -0.2, 0.9], [-2.4, 1.2, 0.3], [1.1, -3.5, 0.0], [-0.3, 1.1, 0.2], [0.6, -0.6, -0.3], [1.8, -1.2, -0.2], [-2.3, 2.2, -0.6]],
  "lowdin_charge": [0.806, 0.017, -0.307, 0.047, 0.053, 0.125, 0.096, -0.598, -0.343, -0.224, 0.087, 0.044, -0.106, 0.133, 0.171]
}



{
  "formula": "H22O11",
  "method": "ωB97M-V with the def2-TZVPD basis set",
  "e_lumo_ev": -0.07,
  "smiles": "O.O.O.O.O.O.O.O.O.O.O",
  "orbital_gap_ev": 10.0,
  "total_charge": 0,
  "symbols": ["O", "O", "O", "O", "O", "O", "O", "O", "O", "O", "O", "H", "H", "H", "H", "H", "H", "H", "H", "H", "H", "H", "H", "H", "H", "H", "H", "H", "H", "H", "H", "H", "H"],
  "coordinates": [[-1.722, -2.082, -1.717], [1.972, -2.573, 1.274], [0.271, -0.646, 2.540], [-2.378, 2.467, 1.310], [2.929, 0.132, 0.193], [-0.151, -0.081, -0.366], [-1.213, 2.296, -1.298], [0.245, 2.535, 2.909], [-0.708, -3.259, 0.586], [-1.614, 0.852, -3.639], [1.804, -0.166, -2.199], [-0.088, 1.629, 2.972], [-0.392, -3.945, -0.032], [2.750, -3.182, 1.370], [-1.222, 1.292, -2.900], [1.087, -0.060, -1.573], [1.004, 2.660, 3.567], [-2.905, 3.288, 1.373], [2.270, -1.742, 0.919], [-2.139, 2.474, -1.607], [1.355, 0.026, -3.020], [-1.800, -2.789, -1.098], [1.029, -0.606, 3.143], [-0.871, 3.052, -1.757], [3.891, 0.126, 0.250], [-1.775, 2.602, 0.581], [-1.130, -1.443, -1.335], [0.169, -2.862, 0.746], [-2.461, 0.587, -3.368], [-0.288, -1.391, 2.795], [0.013, -0.059, 0.601], [2.696, 0.091, -0.738], [-0.624, 0.763, -0.490]],
  "forces_ev_per_a": [[-0.8, 0.3, -1.8], [0.7, -1.9, 0.6], [-0.1, 0.5, 0.1], [-0.9, 0.5, 0.3], [0.3, -0.2, 1.1], [-0.4, 0.8, 0.9], [-2.0, 0.8, -0.7], [1.6, 0.6, 1.2], [0.9, -0.7, -0.4], [1.4, 0.3, -1.6], [0.4, 0.1, -0.6], [0.2, 0.1, 0.2], [-0.6, 0.1, 0.3], [-1.1, 1.1, -0.3], [0.3, 0.1, 0.7], [-0.7, -0.2, 0.9], [-1.8, -0.7, -1.4], [0.5, -0.7, 0.0], [0.6, 0.9, -0.4], [0.4, -1.0, 0.9], [0.2, 0.0, -0.6], [0.1, -0.3, 0.9], [-0.3, -0.3, -0.3], [1.6, 0.8, -0.1], [-0.2, 0.1, -0.2], [0.3, 0.2, -0.2], [0.4, 0.2, 0.6], [-0.2, 0.3, 0.4], [-1.7, -0.8, 0.6], [0.3, 0.0, 0.0], [0.2, -0.5, -0.3], [0.2, 0.1, -0.6], [0.2, -0.5, -0.2]],
  "lowdin_charge": [-0.062, -0.065, -0.045, -0.060, -0.053, -0.057, -0.049, -0.101, -0.079, -0.018, -0.052, -0.004, 0.060, 0.087, -0.034, -0.023, 0.072, 0.053, -0.005, 0.114, 0.052, -0.018, 0.067, 0.079, 0.052, -0.022, -0.030, -0.006, 0.014, 0.065, 0.051, -0.017, 0.031]
}



{
  "formula": "C5H11O2",
  "method": "ωB97M-V with the def2-TZVPD basis set",
  "e_lumo_ev": 3.37,
  "orbital_gap_ev": 7.1,
  "total_charge": -1,
  "symbols": ["O", "O", "C", "C", "C", "C", "C", "H", "H", "H", "H", "H", "H", "H", "H", "H", "H", "H"],
  "coordinates": [[-0.255, 3.084, -1.978], [0.363, 4.143, -0.150], [-0.748, 2.035, 0.106], [0.331, 0.964, 0.523], [-0.158, 3.205, -0.771], [0.389, -2.971, 0.480], [-0.085, -2.025, -0.552], [1.139, 0.810, -0.223], [-0.335, -3.641, 0.857], [0.684, -2.456, 1.357], [0.818, 1.480, 1.443], [0.030, 0.123, 1.154], [-0.166, -2.492, -1.525], [-1.120, -1.565, -0.410], [-1.477, 1.571, -0.542], [0.723, -1.196, -0.823], [-1.307, 2.531, 0.957], [1.173, -3.599, 0.095]],
  "forces_ev_per_a": [[-0.4, -0.6, -2.5], [0.4, 0.7, 0.9], [-0.1, -0.2, 0.0], [0.8, 3.0, 2.9], [0.3, -0.3, 1.9], [0.2, -0.1, 0.1], [0.0, 2.6, -2.2], [-0.8, -0.2, 0.5], [-1.3, -0.8, 0.0], [0.8, 0.6, 0.8], [0.1, -0.2, -1.6], [-0.6, -0.6, -1.2], [-0.2, -0.6, -0.3], [1.6, -0.3, 0.3], [-0.4, -0.3, -0.2], [-2.0, -1.5, 1.1], [0.9, -0.9, -0.6], [0.7, -0.1, 0.0]],
  "lowdin_charge": [-0.070, -0.099, -0.189, -0.145, -0.827, -0.192, -0.208, 0.071, 0.045, 0.048, 0.081, 0.030, 0.042, 0.092, 0.063, 0.095, 0.102, 0.061]
}